Entry A
Entry from the Open Molecules 2025 dataset: an isolated molecule of C5H12N4 (the ωB97M-V functional and the def2-TZVPD basis).

Each line ends with the Mulliken charge.
Geometry (Å):
C -0.897 0.323 1.080  -0.6890
C -0.501 -0.696 2.143  -1.3133
C 0.897 0.425 -0.803  -0.4054
C -0.511 -0.062 -0.439  1.3281
C 1.468 1.415 -0.157  0.2658
N 1.638 -0.221 -1.798  -0.6860
N -0.671 -1.472 -0.685  -0.7805
N -1.499 0.458 -1.346  -0.8137
N 2.033 2.313 0.354  -0.5731
H 2.529 -0.571 -1.454  0.1942
H 1.102 -0.948 -2.260  0.2754
H -1.757 1.398 -1.054  0.2693
H -2.334 -0.114 -1.223  0.2764
H -0.877 -1.598 -1.671  0.3145
H 0.182 -1.959 -0.425  0.2659
H 2.971 2.444 -0.040  0.3046
H -1.990 0.422 1.117  0.3047
H -0.531 1.311 1.382  0.4388
H -0.980 -1.664 1.959  0.3334
H 0.581 -0.838 2.192  0.2773
H -0.852 -0.365 3.128  0.4125

The HOMO energy is -6.88 eV. As for the SMILES: CCC(N)(N)C(N)=C=N. The value obtained for the LUMO energy is 0.47 eV. As for the total charge: 0. As for the HOMO-LUMO gap: 0.270 Eh.


Entry B
Entry from the Open Molecules 2025 dataset: a structure of composition C5H12N4 (the ωB97M-V functional and the def2-TZVPD basis).

Each line ends with the Mulliken charge.
Geometry (Å):
C -0.591 -0.491 -0.130  1.7111
C 1.859 -0.452 -0.481  -0.9121
C -0.364 -1.387 1.095  -1.6831
C -1.536 -1.157 -1.137  -1.6223
N 0.552 0.038 -0.843  -0.2062
N 0.373 1.629 -0.321  -0.0367
N 1.029 2.348 0.670  -0.5844
C -1.253 0.814 0.378  -0.1167
N -2.061 1.378 1.006  -0.6902
H -0.129 2.137 -1.044  0.3207
H 1.189 3.321 0.429  0.2463
H 0.575 2.316 1.577  0.2330
H 1.923 -1.509 -0.751  0.3547
H 2.594 0.119 -1.048  0.3311
H 2.112 -0.342 0.580  0.3098
H 0.314 -0.913 1.802  0.4257
H -1.114 -2.104 -1.473  0.3991
H 0.041 -2.351 0.785  0.3984
H -1.320 -1.553 1.591  0.4138
H -1.681 -0.520 -2.008  0.3561
H -2.511 -1.320 -0.678  0.3519

The HOMO energy is -8.20 eV. The value obtained for the LUMO energy is 0.86 eV. As for the total charge: 0. As for the HOMO-LUMO gap: 0.333 Eh.


Most favorable first, least favorable last: entry A, entry B


Entry A
Entry from the Open Molecules 2025 dataset: an isolated molecule of C4H5F3O2 (the ωB97M-V functional and the def2-TZVPD basis).

Each line ends with the Mulliken charge.
Geometry (Å):
C 60.220 25.396 41.306  -1.3239
C 61.087 25.882 42.474  -0.1400
O 60.421 25.960 43.785  -0.2697
C 61.233 26.285 44.800  0.3297
O 62.344 26.908 44.782  -0.5227
C 60.679 25.858 46.128  0.9183
F 60.477 24.478 46.408  -0.2631
F 61.450 26.299 47.164  -0.2288
F 59.499 26.421 46.327  -0.2366
H 59.550 26.231 41.141  0.3262
H 59.559 24.606 41.621  0.3370
H 60.641 25.099 40.438  0.4263
H 61.587 26.776 42.289  0.3676
H 61.696 24.991 42.643  0.2797

The HOMO energy is -11.55 eV. As for the SMILES: CCOC(=O)C(F)(F)F. The value obtained for the LUMO energy is 0.29 eV. As for the total charge: 0. As for the HOMO-LUMO gap: 0.435 Eh.


Entry B
Entry from the Open Molecules 2025 dataset: an isolated molecule of C4H5F3O2 (the ωB97M-V functional and the def2-TZVPD basis).

Each line ends with the Mulliken charge.
Geometry (Å):
C 0.164 2.328 0.373  -1.1233
C -0.539 0.943 0.543  -0.3411
O -0.258 -0.025 -0.419  -0.2204
C -0.037 -1.322 0.080  0.3986
O -0.414 -1.742 1.189  -0.5059
C 0.389 -2.366 -0.985  0.8028
F -0.559 -3.297 -1.277  -0.2160
F 0.705 -1.691 -2.227  -0.2695
F 1.490 -2.896 -0.559  -0.2118
H -0.092 3.072 -0.659  0.2183
H 1.196 2.149 0.572  0.3493
H 0.111 2.908 1.246  0.4145
H -1.528 1.340 0.518  0.3001
H -0.622 0.600 1.601  0.4044

The HOMO energy is -11.22 eV. As for the SMILES: CCOC(=O)C(F)(F)F. The value obtained for the LUMO energy is 0.31 eV. As for the total charge: 0. As for the HOMO-LUMO gap: 0.424 Eh.


Most favorable first, least favorable last: entry A, entry B


Entry A
Entry from the Open Molecules 2025 dataset: the ion C2H6N3 with charge +1 (the ωB97M-V functional and the def2-TZVPD basis).

Each line ends with the Mulliken charge.
Geometry (Å):
C -1.290 0.420 0.369  0.1394
C 1.182 0.293 -0.226  0.1158
N -0.047 0.333 0.190  -0.2256
N -2.252 -0.362 -0.199  -0.3862
N 2.272 -0.364 0.097  -0.2925
H -1.484 1.082 1.274  0.2891
H 1.248 0.866 -1.115  0.2964
H -3.206 -0.175 0.117  0.2614
H -2.000 -1.070 -0.983  0.2813
H 3.071 -0.052 -0.396  0.2612
H 2.506 -0.971 0.873  0.2598

The HOMO energy is -14.85 eV. As for the SMILES: N/C=N\C=[NH2+]. The value obtained for the LUMO energy is -3.34 eV. As for the total charge: +1. As for the HOMO-LUMO gap: 0.423 Eh.


Entry B
Entry from the Open Molecules 2025 dataset: a cluster of 2 separate species, C2H6N3 in total (the ωB97M-V functional and the def2-TZVPD basis).

Each line ends with the Mulliken charge.
Geometry (Å):
C 0.174 1.748 0.882  -0.3851
C 0.142 0.513 0.004  -0.3174
N 1.036 1.380 -0.287  -0.1205
N -0.013 -2.732 -0.872  -0.3188
N -0.542 -1.887 -0.168  0.2441
H -0.552 2.379 0.664  0.2814
H 0.515 1.693 1.838  0.2624
H 1.543 1.920 -0.979  0.2986
H -0.548 -3.335 -1.452  0.2923
H 0.022 -1.153 0.305  0.4451
H -1.598 -1.662 -0.187  0.3179

The HOMO energy (alpha / beta) is -14.09 / -14.09 eV. The value obtained for the LUMO energy (alpha / beta) is -5.76 / -5.76 eV. As for the total charge: +1. As for the HOMO-LUMO gap (alpha / beta): 0.306 / 0.306 Eh.


Most favorable first, least favorable last: entry A, entry B